Entry 1:
Computed, not measured: a cluster of 3 separate species, C4H16N2O2 in total, with ωB97M-V/def2-TZVPD.

Each line ends with the Löwdin charge.
Atoms and positions in Å:
C (0.146804, 3.126821, -0.268447)  -0.1240
N (-0.636137, 2.392672, -1.285296)  -0.0834
C (-0.937453, 0.972697, -1.022564)  -0.4372
C (0.217201, 0.056157, -1.392612)  -0.0666
C (-1.422554, 0.704647, 0.395577)  -0.2631
N (-2.632634, 1.479859, 0.747634)  0.0028
H (-0.173677, 4.173318, -0.293044)  0.0752
H (-0.095620, 2.801856, 0.743837)  0.0600
H (1.219876, 3.040766, -0.399836)  0.0709
H (-0.049146, 2.385982, -2.107587)  0.0877
H (-1.833846, 0.743133, -1.608894)  0.1287
H (0.005818, -0.987892, -1.099885)  0.0787
H (1.060284, 0.286731, -0.727265)  0.0806
H (0.477368, 0.071705, -2.448350)  0.0736
H (-1.681836, -0.350523, 0.494869)  0.1157
H (-0.675208, 1.012768, 1.111560)  0.0921
H (-3.356502, 1.309210, 0.061444)  0.0600
H (-2.399750, 2.460975, 0.652130)  0.0493
O (4.721816, -4.362505, 1.229525)  -0.0653
H (4.891618, -4.067792, 0.327489)  0.0331
H (3.860845, -3.971932, 1.439975)  0.0320
O (-0.273531, -4.215413, 1.481139)  -0.0680
H (-0.673941, -5.070643, 1.704765)  0.0399
H (0.240213, -3.992595, 2.263839)  0.0273

Atoms 1-6, force components in eV/Å:
-0.86 0.02 0.10
0.36 -0.03 0.42
-0.28 -0.19 -0.03
-0.02 -0.83 1.10
-0.94 0.80 -0.12
0.44 -0.13 0.04

Computed properties:
SMILES string = CN[C@@H](C)CN.O.O
DFT total energy = -11481.9958 eV
gap between HOMO and LUMO = 9.24 eV
HOMO level = -8.84 eV


Entry 2:
Computed, not measured: a structure of composition C9H14N2PPt, with ωB97M-V/def2-TZVPD.

Each line ends with the Mulliken spin population.
Atoms and positions in Å:
C (0.208046, -0.672708, -2.303847)  0.2723
C (-0.758751, -1.667309, -2.607072)  -0.0144
C (-0.369245, -2.889058, -1.966630)  0.4324
C (0.873263, -2.658634, -1.281997)  -0.0458
C (1.243827, -1.300415, -1.479051)  0.3170
Pt (-0.553756, 1.684034, 1.105456)  0.9883
P (-0.533137, 3.635050, 0.377645)  0.0173
H (0.197664, 0.364761, -2.633517)  0.0080
H (-1.601677, -1.552662, -3.288907)  0.0012
H (-0.904608, -3.844126, -2.027626)  0.0215
H (2.118470, -0.805108, -1.059132)  0.0107
H (1.430096, -3.406126, -0.711042)  -0.0006
H (-1.352796, 4.546726, 1.119381)  -0.0007
H (-0.824975, 3.883226, -1.003475)  -0.0001
H (0.803789, 4.100759, 0.600432)  -0.0003
C (-1.022767, -0.886798, 5.742206)  -0.0177
N (-0.744047, -0.854147, 4.314433)  0.2372
C (-0.543206, -1.911578, 3.426049)  0.4513
C (-0.438931, -1.355762, 2.161010)  0.2099
N (-0.550859, 0.027951, 2.309139)  0.1812
C (-0.718065, 0.302037, 3.599644)  0.8054
H (-1.950747, -1.443924, 5.938029)  0.0060
H (-0.183813, -1.329525, 6.293798)  0.0103
H (-1.152784, 0.153920, 6.057840)  0.0143
H (-0.467217, -2.937692, 3.742039)  0.0222
H (-0.329591, -1.781500, 1.181730)  0.0572
H (-0.827380, 1.278006, 4.041665)  0.0160

Atoms 1-6, force components in eV/Å:
-1.74 -1.58 -0.59
1.04 1.80 -0.01
0.69 0.26 0.06
0.48 1.30 0.13
-0.62 -2.08 0.61
-0.35 -2.77 1.11

Computed properties:
2S+1 = 5
⟨S²⟩ = 6.026
DFT total energy = -25061.2842 eV
gap between HOMO and LUMO (spin up / spin down) = 5.68 / 4.52 eV
charge = +1
HOMO level (spin up / spin down) = -8.28 / -10.87 eV


Entry 3:
Computed, not measured: an isolated molecule of C21H10ClNO3S, with ωB97M-V/def2-TZVPD.

Each line ends with the Löwdin charge.
Atoms and positions in Å:
O (0.052079, -2.320845, 4.333036)  0.0995
C (-0.512419, -1.902585, 3.323017)  -0.2617
C (-1.946715, -2.173280, 3.091384)  -0.0780
C (-2.686565, -2.930657, 3.996302)  -0.0115
C (-4.025384, -3.193048, 3.784910)  -0.0631
C (-4.709265, -2.637182, 2.694979)  -0.0486
C (-3.973054, -1.893214, 1.767375)  0.0076
C (-2.588063, -1.641829, 1.938797)  -0.0751
C (-1.837308, -0.851234, 0.965458)  -0.2704
O (-2.446428, -0.422495, -0.020313)  0.0626
C (-0.373053, -0.577068, 1.178774)  -0.0595
C (0.274646, -1.134596, 2.307733)  -0.0570
C (1.633739, -0.870984, 2.520911)  0.0131
C (2.382320, -0.166921, 1.613342)  0.0197
C (1.783244, 0.314002, 0.478056)  -0.1416
C (2.437644, 1.106022, -0.572272)  -0.4319
O (3.611874, 1.351046, -0.559732)  0.1033
N (1.494466, 1.450054, -1.575628)  -0.2810
C (1.784177, 2.112874, -2.807506)  -0.2428
C (2.976449, 1.899576, -3.481482)  -0.0176
C (3.223613, 2.444834, -4.728230)  -0.0862
C (2.230969, 3.196714, -5.399410)  -0.6568
Cl (2.462233, 3.724838, -7.045383)  0.6514
C (1.041765, 3.474606, -4.716381)  -0.0957
C (0.817937, 2.894775, -3.469566)  -0.0418
S (-0.066681, 0.905649, -1.279739)  1.1235
C (0.412203, 0.097096, 0.225843)  -0.3150
H (-2.220685, -3.364731, 4.878815)  0.1243
H (-4.510472, -3.880791, 4.490191)  0.1145
H (-5.777677, -2.818168, 2.502301)  0.1150
H (-4.487820, -1.487086, 0.894101)  0.1208
H (2.099112, -1.298664, 3.403922)  0.1254
H (3.419316, 0.002416, 1.803144)  0.1265
H (3.768980, 1.300433, -3.064497)  0.1138
H (4.120987, 2.168369, -5.310913)  0.1162
H (0.242269, 4.040124, -5.195729)  0.1108
H (-0.108434, 3.081948, -2.965608)  0.0871

Atoms 1-6, force components in eV/Å:
-0.63 0.46 -1.04
1.11 -0.68 1.32
-0.78 0.56 -0.91
0.29 -0.23 0.17
-0.62 -0.24 0.08
0.61 -0.09 -0.37

Computed properties:
SMILES string = O=C1c2ccccc2C(=O)c2c1ccc1c(=O)n(-c3ccc(Cl)cc3)sc21
DFT total energy = -52930.2607 eV
gap between HOMO and LUMO = 6.79 eV
HOMO level = -8.38 eV


Q: Number 2 is which compound?
A: C9H14N2PPt


Copy entry 1 word for word.
Computed, not measured: a cluster of 3 separate species, C4H16N2O2 in total, with ωB97M-V/def2-TZVPD.

Each line ends with the Löwdin charge.
Atoms and positions in Å:
C (0.146804, 3.126821, -0.268447)  -0.1240
N (-0.636137, 2.392672, -1.285296)  -0.0834
C (-0.937453, 0.972697, -1.022564)  -0.4372
C (0.217201, 0.056157, -1.392612)  -0.0666
C (-1.422554, 0.704647, 0.395577)  -0.2631
N (-2.632634, 1.479859, 0.747634)  0.0028
H (-0.173677, 4.173318, -0.293044)  0.0752
H (-0.095620, 2.801856, 0.743837)  0.0600
H (1.219876, 3.040766, -0.399836)  0.0709
H (-0.049146, 2.385982, -2.107587)  0.0877
H (-1.833846, 0.743133, -1.608894)  0.1287
H (0.005818, -0.987892, -1.099885)  0.0787
H (1.060284, 0.286731, -0.727265)  0.0806
H (0.477368, 0.071705, -2.448350)  0.0736
H (-1.681836, -0.350523, 0.494869)  0.1157
H (-0.675208, 1.012768, 1.111560)  0.0921
H (-3.356502, 1.309210, 0.061444)  0.0600
H (-2.399750, 2.460975, 0.652130)  0.0493
O (4.721816, -4.362505, 1.229525)  -0.0653
H (4.891618, -4.067792, 0.327489)  0.0331
H (3.860845, -3.971932, 1.439975)  0.0320
O (-0.273531, -4.215413, 1.481139)  -0.0680
H (-0.673941, -5.070643, 1.704765)  0.0399
H (0.240213, -3.992595, 2.263839)  0.0273

Atoms 1-6, force components in eV/Å:
-0.86 0.02 0.10
0.36 -0.03 0.42
-0.28 -0.19 -0.03
-0.02 -0.83 1.10
-0.94 0.80 -0.12
0.44 -0.13 0.04

Computed properties:
SMILES string = CN[C@@H](C)CN.O.O
DFT total energy = -11481.9958 eV
gap between HOMO and LUMO = 9.24 eV
HOMO level = -8.84 eV